Molecular formula: C2H6NO3
Method: DFT, wB97M-V/def2-TZVPD

```
12
Properties=species:S:1:pos:R:3:lowdin_charge:R:1
N 1.380 1.812 0.780 0.05
C 1.005 1.510 -0.632 -0.77
O 1.533 2.211 -1.497 -0.07
O 0.179 0.564 -0.832 -0.09
H 2.293 1.412 0.948 0.04
H 1.553 2.800 0.807 0.03
C -1.543 -1.896 0.326 -0.21
O -0.771 -1.888 -0.864 -0.20
H -1.564 -0.899 0.807 0.07
H -2.604 -2.112 0.035 0.07
H -1.117 -2.557 1.064 0.05
H -0.343 -0.959 -0.943 0.03
```

The calculation puts the relative energy (zero: lowest compared OMol25 entry of this formula, charge and spin) at 18.8 kcal per mole. For the gap between HOMO and LUMO, the calculation gives 8.5 eV. As for the total charge: -1.

=====

Molecular formula: NPS
Method: DFT, wB97M-V/def2-TZVPD

```
3
Properties=species:S:1:pos:R:3:lowdin_charge:R:1
N -0.276 0.332 0.809 -0.76
P 1.157 -0.183 -0.010 0.52
S -0.881 -0.149 -0.799 0.24
```

The calculation puts the relative energy (zero: lowest compared OMol25 entry of this formula, charge and spin) at 6.9 kcal per mole. For the gap between HOMO and LUMO (spin up / spin down), the calculation gives 7.2 / 7.4 eV.

=====

Molecular formula: C9H15Br13N2O2PS2
Method: DFT, wB97M-V/def2-TZVPD

```
44
Properties=species:S:1:pos:R:3:lowdin_charge:R:1
C -0.644 -3.403 0.068 -0.12
S -2.152 -2.544 -0.593 0.56
O -2.929 -3.361 -1.567 -0.36
O -3.032 -2.292 0.609 -0.36
P -1.711 -0.543 -1.347 0.53
Br -3.448 0.224 -2.529 0.54
C -1.559 0.547 0.202 -0.32
C -0.329 -0.071 1.028 -0.25
C 0.468 1.014 1.910 -0.27
N 1.560 0.248 2.605 -0.01
N -0.172 -0.437 -2.159 -0.11
C -0.413 -0.813 -3.382 -0.75
S -0.184 -1.385 -4.885 0.81
H 0.258 -2.860 -0.358 0.07
H -0.637 -3.263 1.187 0.09
H -0.618 -4.488 -0.237 0.07
H -2.500 0.440 0.811 0.09
H -1.368 1.584 -0.188 0.08
H 0.449 -0.545 0.346 0.09
H -0.685 -0.856 1.758 0.11
H 0.978 1.783 1.263 0.13
H -0.272 1.443 2.641 0.04
H 1.155 -0.135 3.471 0.08
H 1.802 -0.575 2.039 0.06
C -1.515 4.660 3.107 -1.58
Br -0.732 6.075 2.044 0.59
Br -2.523 3.413 2.020 0.60
Br -0.188 3.753 4.185 0.58
H -2.220 5.127 3.789 -0.02
C -2.116 -5.842 -3.855 -1.61
Br -1.317 -4.453 -4.948 0.54
Br -3.146 -7.089 -4.918 0.61
Br -0.794 -6.744 -2.764 0.58
H -2.809 -5.351 -3.176 -0.05
C 3.061 0.409 -5.944 -1.65
Br 3.322 2.055 -4.956 0.56
Br 2.512 0.745 -7.771 0.57
Br 4.621 -0.736 -5.860 0.58
H 2.250 -0.125 -5.461 -0.11
C 3.444 4.969 6.321 -1.62
Br 5.277 5.504 6.003 0.58
Br 2.981 3.369 5.330 0.51
Br 3.066 4.778 8.211 0.57
H 2.810 5.769 5.948 -0.03
```

For the gap between HOMO and LUMO, the calculation gives 6.4 eV. As for the total charge: +1.

=====

Molecular formula: C9H24BrMgO3
Method: DFT, wB97M-V/def2-TZVPD

```
38
Properties=species:S:1:pos:R:3:lowdin_charge:R:1
Mg 16.192 -12.052 -31.904 0.39
Br 17.935 -13.661 -31.982 -0.02
C 14.963 -16.827 -35.577 -0.05
C 14.372 -15.994 -34.429 -0.48
C 15.081 -16.085 -33.084 -0.07
O 14.497 -14.611 -34.785 -0.08
H 15.073 -17.856 -35.236 0.08
H 15.932 -16.519 -35.971 0.05
H 14.302 -16.753 -36.440 0.08
H 13.342 -16.305 -34.254 0.13
H 14.526 -15.486 -32.362 0.07
H 16.105 -15.717 -33.153 0.03
H 15.072 -17.093 -32.668 0.08
H 13.977 -14.602 -35.592 0.08
C 18.646 -16.241 -35.965 -0.06
C 19.933 -15.941 -35.187 -0.46
C 20.307 -14.462 -35.165 -0.07
O 19.696 -16.289 -33.806 -0.09
H 18.305 -17.269 -35.841 0.08
H 18.769 -15.940 -37.005 0.08
H 17.868 -15.539 -35.666 0.06
H 20.769 -16.547 -35.537 0.13
H 19.470 -13.861 -34.811 0.05
H 20.533 -14.171 -36.191 0.08
H 21.118 -14.166 -34.499 0.08
H 19.191 -15.569 -33.420 -0.03
C 19.967 -12.113 -28.913 -0.07
C 20.960 -13.251 -29.132 -0.51
C 22.059 -13.439 -28.065 -0.04
O 20.156 -14.388 -29.164 -0.07
H 20.484 -11.164 -29.054 0.08
H 19.622 -12.160 -27.880 0.08
H 19.091 -12.204 -29.555 0.03
H 21.375 -13.054 -30.120 0.13
H 21.659 -13.318 -27.059 0.07
H 22.772 -12.618 -28.141 0.07
H 22.537 -14.417 -28.024 0.08
H 19.638 -14.351 -29.971 -0.01
```

The calculation puts the relative energy (zero: lowest compared OMol25 entry of this formula, charge and spin) at 5.2 kcal per mole. For the gap between HOMO and LUMO (spin up / spin down), the calculation gives 7.4 / 7.9 eV. As for the spin multiplicity: 2.

=====

Molecular formula: C2H6N4S2
Method: DFT, wB97M-V/def2-TZVPD

```
14
Properties=species:S:1:pos:R:3:lowdin_charge:R:1
C 0.745 0.016 -0.602 -0.33
C -0.879 -0.796 0.997 -0.78
H 0.588 2.760 -1.760 0.12
H 2.195 1.813 -1.436 0.18
H 1.484 -0.423 -1.222 0.11
H 0.195 -2.971 0.847 -0.14
H -1.415 1.249 0.437 0.09
H -2.608 0.294 1.592 0.16
N 1.038 1.722 -1.953 -0.06
N 0.233 1.066 -0.896 -0.08
N 0.449 -0.771 0.491 -0.54
N -1.634 0.395 1.005 0.04
S 1.330 -2.058 1.020 0.73
S -1.720 -2.294 1.480 0.51
```

Its structure (SMILES) is N/N=C/N(S)C(N)=S. The calculation puts the relative energy (zero: lowest compared OMol25 entry of this formula, charge and spin) at 104.9 kcal per mole. For the gap between HOMO and LUMO, the calculation gives 8.6 eV.

=====

Molecular formula: C36H64Cl38NO2
Method: DFT, wB97M-V/def2-TZVPD

```
141
Properties=species:S:1:pos:R:3:lowdin_charge:R:1
C 5.706 0.405 1.871 -0.09
C 4.320 0.718 1.215 -0.28
C 3.748 -0.184 0.242 -0.11
C 2.443 0.143 -0.308 -0.08
C 1.764 1.363 0.138 -0.19
C 0.346 1.605 -0.483 -0.06
C -0.771 0.931 0.458 -0.43
O -0.150 0.713 1.737 -0.03
C -2.053 1.821 0.619 -0.06
C -3.260 1.152 1.362 -0.45
C -3.032 1.304 2.911 -0.05
C -4.526 2.076 1.030 -0.03
N -3.620 -0.208 0.899 -0.08
O -4.379 -0.795 1.792 -0.04
C -2.462 -1.113 0.690 -0.42
C -2.989 -2.290 -0.254 -0.05
C -1.914 -1.835 1.988 -0.01
C -1.240 -0.481 -0.074 -0.08
C 2.368 2.278 1.089 -0.02
C 3.676 1.948 1.642 -0.04
H 6.086 1.257 2.478 0.00
H 6.424 0.071 1.080 0.05
H 5.517 -0.426 2.597 -0.01
H 4.230 -1.111 -0.128 0.08
H 1.952 -0.514 -1.075 -0.03
H 0.123 2.702 -0.485 0.11
H 0.294 1.236 -1.536 0.11
H 0.205 -0.186 1.774 0.08
H -1.746 2.792 1.091 0.14
H -2.395 2.068 -0.427 0.14
H -2.903 2.407 3.097 0.10
H -3.937 1.021 3.514 0.08
H -2.098 0.819 3.302 0.03
H -5.351 1.725 1.702 0.08
H -4.774 1.869 -0.043 0.09
H -4.230 3.133 1.214 0.09
H -3.790 -2.824 0.323 0.07
H -2.137 -2.981 -0.462 0.09
H -3.406 -1.844 -1.192 0.06
H -2.465 -2.814 2.071 0.09
H -0.845 -2.118 1.824 0.09
H -2.099 -1.298 2.941 0.04
H -1.550 -0.334 -1.145 0.09
H -0.371 -1.186 -0.030 0.13
H 1.802 3.185 1.394 0.09
H 4.138 2.622 2.390 0.05
C 3.850 5.910 1.600 -1.07
Cl 3.996 5.830 3.362 0.53
Cl 2.170 6.165 1.104 0.52
H 4.459 6.739 1.235 -0.07
H 4.205 4.975 1.173 -0.01
C 7.801 5.492 0.582 -0.98
Cl 7.244 4.138 1.565 0.51
Cl 6.470 6.599 0.221 0.59
H 8.572 6.030 1.126 0.03
H 8.206 5.111 -0.351 0.03
C -2.716 -2.438 -4.049 -1.12
Cl -1.153 -2.040 -3.318 0.51
Cl -3.813 -1.047 -4.019 0.52
H -2.558 -2.743 -5.084 -0.10
H -3.170 -3.256 -3.489 -0.11
C -2.465 -5.511 -6.338 -1.00
Cl -0.915 -5.094 -5.599 0.55
Cl -3.580 -4.135 -6.312 0.63
H -2.297 -5.806 -7.369 -0.01
H -2.910 -6.334 -5.786 -0.03
C 5.991 4.123 5.734 -1.08
Cl 5.916 2.844 4.518 0.54
Cl 5.936 3.460 7.371 0.52
H 6.919 4.674 5.608 0.01
H 5.143 4.788 5.595 -0.09
C 3.343 -1.791 -3.972 -0.97
Cl 4.824 -1.660 -3.019 0.53
Cl 1.947 -1.233 -3.042 0.58
H 3.439 -1.181 -4.866 0.03
H 3.191 -2.830 -4.249 0.03
C 4.872 8.859 5.743 -1.01
Cl 6.187 9.894 6.315 0.53
Cl 5.209 7.155 6.064 0.56
H 3.956 9.139 6.254 0.04
H 4.756 8.998 4.672 -0.02
C -5.027 -6.175 -3.394 -1.00
Cl -3.657 -5.232 -2.786 0.59
Cl -4.797 -7.905 -3.122 0.52
H -5.926 -5.854 -2.876 0.00
H -5.132 -5.997 -4.462 -0.02
C 5.447 12.737 4.154 -1.04
Cl 4.707 11.422 3.231 0.52
Cl 5.972 14.050 3.095 0.51
H 4.718 13.123 4.860 0.03
H 6.309 12.348 4.688 -0.01
C 4.186 -3.107 2.800 -0.97
Cl 5.745 -2.763 3.563 0.53
Cl 3.107 -1.703 2.831 0.60
H 4.358 -3.395 1.766 0.03
H 3.713 -3.924 3.336 0.02
C -4.037 -9.036 -7.679 -0.97
Cl -2.384 -8.472 -7.955 0.55
Cl -4.963 -7.883 -6.708 0.54
H -4.530 -9.161 -8.638 0.03
H -4.000 -9.986 -7.154 0.03
C -2.742 -1.307 5.745 -1.04
Cl -2.488 -2.896 6.478 0.51
Cl -1.217 -0.425 5.577 0.54
H -3.182 -1.439 4.760 0.01
H -3.414 -0.731 6.375 -0.07
C -5.695 0.938 7.385 -1.01
Cl -5.440 -0.650 8.118 0.53
Cl -4.172 1.819 7.217 0.52
H -6.136 0.805 6.401 0.03
H -6.366 1.514 8.016 0.02
C -6.758 -2.414 0.274 -1.01
Cl -6.824 -3.622 -1.019 0.51
Cl -6.941 -3.161 1.863 0.52
H -5.799 -1.906 0.233 -0.02
H -7.563 -1.698 0.126 0.02
C -10.392 -3.584 -1.689 -1.05
Cl -9.871 -1.941 -2.082 0.50
Cl -11.848 -4.029 -2.586 0.50
H -9.595 -4.275 -1.946 0.00
H -10.602 -3.641 -0.625 0.03
C -4.589 -1.994 -9.040 -1.03
Cl -3.420 -1.470 -10.257 0.51
Cl -5.929 -2.884 -9.774 0.53
H -4.091 -2.646 -8.330 -0.05
H -4.983 -1.119 -8.530 0.03
C 11.012 3.101 3.221 -1.02
Cl 11.405 3.828 1.657 0.50
Cl 9.812 4.060 4.092 0.50
H 10.612 2.105 3.054 0.02
H 11.916 3.041 3.819 0.03
C -7.638 -5.791 -10.964 -1.04
Cl -8.509 -7.028 -10.051 0.50
Cl -5.975 -6.288 -11.298 0.49
H -8.151 -5.623 -11.907 0.03
H -7.621 -4.873 -10.384 -0.03
C 9.194 -1.991 0.650 -1.02
Cl 10.050 -0.562 0.056 0.50
Cl 7.656 -2.217 -0.191 0.50
H 9.816 -2.866 0.487 0.03
H 8.998 -1.868 1.711 0.02
```

For the gap between HOMO and LUMO (spin up / spin down), the calculation gives 8.2 / 7.7 eV. As for the spin multiplicity: 2.

=====

Molecular formula: C46H64N3O6STa
Method: DFT, wB97M-V/def2-TZVPD

```
121
Properties=species:S:1:pos:R:3:lowdin_charge:R:1
Ta 0.558 -1.533 1.225 1.97
C -1.676 -0.962 4.391 -0.10
N -2.121 -1.765 3.264 -0.26
C -2.348 -3.127 3.725 -0.11
C -3.351 -1.218 2.704 -0.20
C -3.099 0.033 1.880 -0.16
N -2.236 -0.256 0.739 -0.17
C -1.791 0.957 0.062 -0.12
C -1.022 1.950 0.899 -0.12
C -1.341 3.293 0.790 0.02
C -0.641 4.270 1.489 -0.15
C 0.366 3.846 2.342 0.03
C 0.737 2.509 2.515 -0.06
C 0.036 1.580 1.736 -0.21
O 0.321 0.249 1.764 -0.25
C 1.866 2.159 3.493 -0.52
C 1.408 1.115 4.514 -0.04
C 2.328 3.388 4.280 -0.07
C 3.081 1.618 2.740 -0.04
C -1.013 5.741 1.310 -0.56
C -0.887 6.115 -0.172 -0.05
C -0.109 6.670 2.118 -0.07
C -2.461 5.957 1.766 -0.05
C -2.972 -1.084 -0.221 -0.12
C -2.263 -1.484 -1.488 -0.13
C -2.870 -1.248 -2.715 0.03
C -2.305 -1.712 -3.896 -0.16
C -1.170 -2.506 -3.786 0.02
C -0.533 -2.818 -2.582 -0.09
C -1.064 -2.192 -1.454 -0.23
O -0.393 -2.144 -0.262 -0.26
C 0.658 -3.781 -2.589 -0.52
C 1.945 -3.003 -2.869 -0.03
C 0.795 -4.517 -1.253 -0.04
C 0.473 -4.852 -3.675 -0.05
C -2.893 -1.426 -5.277 -0.56
C -3.345 -2.742 -5.920 -0.04
C -1.820 -0.776 -6.159 -0.04
C -4.092 -0.482 -5.209 -0.07
H -2.443 -0.926 5.183 0.10
H -1.452 0.056 4.081 0.07
H -0.767 -1.393 4.806 0.08
H -3.151 -3.166 4.479 0.10
H -1.437 -3.518 4.177 0.08
H -2.615 -3.766 2.885 0.09
H -4.089 -0.984 3.493 0.13
H -3.809 -1.992 2.090 0.10
H -2.640 0.815 2.486 0.12
H -4.071 0.439 1.544 0.13
H -2.653 1.490 -0.379 0.14
H -1.181 0.640 -0.781 0.11
H -2.160 3.568 0.136 0.12
H 0.902 4.590 2.908 0.08
H 0.564 1.486 5.099 0.09
H 2.227 0.902 5.205 0.09
H 1.124 0.180 4.046 0.04
H 1.514 3.850 4.841 0.09
H 2.782 4.146 3.641 0.09
H 3.085 3.069 4.998 0.09
H 2.832 0.744 2.145 0.05
H 3.862 1.332 3.448 0.10
H 3.489 2.382 2.077 0.09
H 0.129 5.944 -0.532 0.09
H -1.131 7.169 -0.318 0.08
H -1.563 5.528 -0.794 0.08
H 0.939 6.563 1.836 0.09
H -0.193 6.486 3.191 0.09
H -0.398 7.707 1.939 0.09
H -3.157 5.344 1.194 0.08
H -2.748 7.001 1.633 0.08
H -2.579 5.702 2.820 0.09
H -3.904 -0.565 -0.510 0.13
H -3.271 -2.000 0.287 0.12
H -3.791 -0.682 -2.721 0.11
H -0.747 -2.912 -4.693 0.10
H 2.123 -2.260 -2.090 0.04
H 1.899 -2.493 -3.834 0.10
H 2.800 -3.682 -2.879 0.10
H 1.221 -3.891 -0.481 0.04
H 1.467 -5.368 -1.384 0.09
H -0.164 -4.898 -0.899 0.10
H 0.513 -4.453 -4.688 0.07
H -0.471 -5.384 -3.552 0.10
H 1.284 -5.575 -3.589 0.09
H -2.517 -3.445 -6.013 0.08
H -3.744 -2.558 -6.918 0.09
H -4.124 -3.221 -5.325 0.09
H -0.972 -1.442 -6.318 0.08
H -1.444 0.143 -5.705 0.09
H -2.236 -0.528 -7.138 0.09
H -4.920 -0.917 -4.647 0.08
H -4.454 -0.275 -6.217 0.09
H -3.830 0.472 -4.748 0.09
O 1.891 -3.206 1.473 -0.41
S 1.025 -3.495 2.695 0.38
O 1.456 -4.482 3.606 -0.21
O -0.319 -3.569 2.067 -0.37
O 0.989 -2.032 3.218 -0.43
C 6.257 -2.175 0.545 -0.09
C 5.480 -2.025 1.685 -0.07
C 4.163 -1.606 1.586 -0.05
C 3.595 -1.356 0.342 -0.30
C 4.381 -1.491 -0.798 -0.03
C 5.702 -1.896 -0.696 -0.08
N 2.244 -0.916 0.216 -0.11
C 2.099 0.207 -0.658 -0.30
C 1.231 0.174 -1.739 -0.04
C 1.072 1.289 -2.558 -0.07
C 1.797 2.441 -2.319 -0.08
C 2.716 2.459 -1.273 -0.06
C 2.873 1.354 -0.460 -0.03
H 7.286 -2.497 0.624 0.10
H 5.895 -2.234 2.662 0.10
H 3.573 -1.481 2.484 0.10
H 3.959 -1.264 -1.769 0.11
H 6.298 -1.997 -1.593 0.10
H 0.680 -0.727 -1.968 0.08
H 0.376 1.238 -3.387 0.10
H 1.674 3.309 -2.952 0.10
H 3.317 3.341 -1.093 0.11
H 3.610 1.361 0.327 0.10
```

The calculation puts the relative energy (zero: lowest compared OMol25 entry of this formula, charge and spin) at 17.3 kcal per mole. For the gap between HOMO and LUMO, the calculation gives 7.9 eV.

=====

Molecular formula: C5H14N2
Method: DFT, wB97M-V/def2-TZVPD

```
21
Properties=species:S:1:pos:R:3:lowdin_charge:R:1
C -2.523 -0.592 1.988 -0.11
C -1.453 0.332 1.466 -0.36
N -0.620 -0.220 0.415 0.03
C -0.243 0.811 -0.463 -0.40
C 0.474 0.224 -1.675 -0.25
N 1.546 -0.748 -1.369 -0.14
C 2.653 -0.133 -0.652 -0.16
H -3.026 -0.135 2.839 0.07
H -3.261 -0.816 1.221 0.07
H -2.040 -1.490 2.423 0.08
H -2.031 1.236 1.152 0.11
H -0.842 0.690 2.326 0.12
H 0.446 1.043 0.467 0.11
H -0.966 1.528 -0.874 0.12
H 1.066 2.158 -0.185 0.20
H 1.069 0.895 -2.297 0.10
H -0.360 -0.281 -2.212 0.13
H 1.126 -1.470 -0.789 0.09
H 3.478 -0.812 -0.713 0.07
H 2.436 0.098 0.429 0.08
H 2.831 0.831 -1.110 0.06
```

The calculation puts the relative energy (zero: lowest compared OMol25 entry of this formula, charge and spin) at 151.9 kcal per mole. For the gap between HOMO and LUMO, the calculation gives 7.7 eV.